(1)
9
Properties=species:S:1:pos:R:3:lowdin_charge:R:1 method="wB97M-V/def2-TZVPD" lumo_ev=0.8 e_homo_ev=-11.0 smiles=OCC(Cl)Cl spin_multiplicity=1 total_charge=0
C -0.48822 -0.40539 -0.17325 -0.39
C 0.72741 0.49023 -0.20162 -1.08
H -1.19734 -0.17553 1.68669 0.05
H -0.21045 -1.44302 -0.30773 0.11
H -1.12347 -0.28706 -1.01932 0.10
H 0.56743 1.55026 0.01470 0.06
O -1.49111 -0.17468 0.80494 -0.04
Cl 1.38494 0.39586 -1.87708 0.57
Cl 1.83081 0.04933 1.07268 0.62

(2)
12
Properties=species:S:1:pos:R:3:lowdin_charge:R:1 method="wB97M-V/def2-TZVPD" lumo_ev="-8.2 / -7.4" e_homo_ev="-13.0 / -14.1" spin_multiplicity=2 total_charge=+1
C 2.15777 1.02157 -0.16494 0.31
C -0.65249 -0.33223 0.04872 -0.34
C -1.28234 -0.01894 -1.10721 0.16
C -1.03528 -1.18064 1.11648 0.19
N 0.70042 0.35419 0.36785 0.03
H 2.07920 2.14616 -0.23007 0.12
H 2.51309 0.36739 -0.95847 0.08
H 0.67347 0.79452 -0.60362 0.05
H -2.40251 0.04870 -1.23669 0.14
H -0.64394 0.30103 -1.89008 0.07
H -1.83852 -1.89813 0.98155 0.10
H -0.40972 -1.17767 2.00418 0.09

(3)
21
Properties=species:S:1:pos:R:3:lowdin_charge:R:1 method="wB97M-V/def2-TZVPD" lumo_ev=0.3 e_homo_ev=-9.6 smiles="CCCC=C(F)F.C#CC=O" spin_multiplicity=1 total_charge=0
C 1.68482 3.49841 1.61090 0.13
C 1.31312 3.31113 0.52016 -0.07
C -0.11705 -0.94269 0.00350 -0.24
C -0.82800 -0.11017 0.93273 -0.04
C -0.14314 -3.18630 -1.19681 -0.09
C -0.57528 -2.37805 -0.00309 -0.26
C 1.06606 2.97425 -0.88958 -0.30
C -1.34166 1.08100 0.70964 -0.27
O 1.55294 2.02601 -1.42215 0.08
F -1.33481 1.72760 -0.50662 0.07
F -1.93900 1.86804 1.66140 0.07
H 1.85855 3.72596 2.67539 0.06
H -0.11712 -0.49152 -0.98884 0.12
H -0.85764 -0.62377 1.80922 0.10
H 0.97232 -3.06577 -1.24425 0.10
H -0.43886 -4.17616 -1.09813 0.04
H -0.44491 -2.93331 -2.18485 0.06
H -0.22131 -2.70763 0.87955 0.07
H -1.64120 -2.35393 0.07086 0.11
H 0.58007 3.70153 -1.47553 0.10
H 0.97210 -0.94465 0.13651 0.13

(4)
20
Properties=species:S:1:pos:R:3:lowdin_charge:R:1 method="wB97M-V/def2-TZVPD" lumo_ev=1.0 e_homo_ev=-8.8 smiles=CN[C@@H](C)CCO spin_multiplicity=1 total_charge=0
C -2.18825 0.87341 0.72333 -0.14
N -0.85521 0.89376 0.16472 -0.10
C -0.25037 -0.42829 0.06864 -0.44
C 1.21463 -0.28861 -0.35683 -0.17
C 1.99176 0.71392 0.48036 -0.27
O 3.37861 0.73416 0.12513 -0.08
C -0.99878 -1.37019 -0.87468 -0.07
H -2.50896 1.87752 1.02568 0.08
H -2.23664 0.21304 1.58849 0.08
H -2.96144 0.54919 0.02591 0.07
H -0.83299 1.32355 -0.75305 0.12
H -0.27014 -0.82539 1.08015 0.13
H 1.27621 -0.04135 -1.42244 0.13
H 1.66515 -1.28054 -0.18787 0.12
H 1.86506 0.49889 1.54175 0.12
H 1.64135 1.73005 0.29479 0.11
H 3.64844 -0.16438 -0.12894 0.08
H -1.75912 -1.99620 -0.39499 0.07
H -1.49369 -0.87957 -1.71749 0.08
H -0.32561 -2.13299 -1.28264 0.07

(5)
19
Properties=species:S:1:pos:R:3:lowdin_charge:R:1 method="wB97M-V/def2-TZVPD" lumo_ev="-10.3 / -10.9" e_homo_ev="-18.4 / -18.6" spin_multiplicity=2 total_charge=+2
C 1.07498 0.17276 -1.68679 -0.18
C 0.64190 0.91883 -0.39199 -0.11
C -0.52403 0.26529 0.25717 -0.10
C -1.61597 0.86235 1.00768 0.02
N -1.81397 0.72357 2.28313 0.24
N -0.31080 -1.20184 0.53831 0.21
N 1.67203 -1.13967 -1.31193 0.01
H 0.20267 0.14445 -2.34777 0.14
H 1.85719 0.75179 -2.19378 0.14
H 1.45846 0.98465 0.32560 0.15
H 0.35835 1.90898 -0.74246 0.14
H -2.52753 1.06622 0.41377 0.18
H -2.79028 0.96140 2.51838 0.17
H -1.12507 1.11067 2.97790 0.21
H 0.65324 -1.47384 -0.04427 0.16
H -0.42978 -1.46814 1.52550 0.17
H -1.11121 -1.66833 0.06620 0.19
H 2.67463 -1.01946 -1.19652 0.12
H 1.65519 -1.89970 -1.99811 0.13

(6)
21
Properties=species:S:1:pos:R:3:lowdin_charge:R:1 method="wB97M-V/def2-TZVPD" lumo_ev=0.5 e_homo_ev=-10.9 smiles=O.O.O.O.O.O.O spin_multiplicity=1 total_charge=0
O -1.49753 -0.98434 -1.17733 -0.08
O -0.41283 0.37400 1.26799 -0.06
O -0.01480 -2.52257 0.85986 -0.05
O 1.17031 -0.38515 -1.51834 -0.05
H -1.82419 -0.27856 -1.74131 0.02
H -0.52623 -1.01825 -1.29463 0.00
H -1.07893 0.07065 0.64368 0.02
H -0.13377 -0.27075 1.92342 0.05
H 0.25565 -3.37248 1.22766 0.04
H -0.68601 -2.72304 0.19200 0.03
H 1.90453 -0.68758 -2.04962 0.06
H 1.47771 0.18488 -0.78836 0.01
O -0.39100 1.52886 3.80971 -0.08
O 2.25982 1.13131 0.51697 -0.05
O -1.16995 0.74893 -3.65874 -0.06
H 2.96151 1.75385 0.73967 0.06
H 1.49252 1.72632 0.53138 0.05
H -0.83013 2.31004 4.17108 0.03
H -0.66855 1.55389 2.87819 0.00
H -0.82152 1.40402 -4.27429 0.04
H -0.32437 0.38558 -3.34420 0.02

Calculated energy relative to the best compared isomer or geometry (same formula, charge and spin) (eV), listed in the same order as above: 0.3820 8.3807 3.9911 1.1207 2.3405 1.2535
Calculated DFT total energy (eV), listed in the same order as above: -29230.7120 -5734.7327 -15936.2458 -8932.8901 -8792.8615 -14560.2079